ORCA calculation (ωB97M-V/def2-TZVPD) on a molecular structure, C2H2N3P.

The orbital gap is 8.5 eV.

The geometry in ORCA input format:
```
! wB97M-V def2-TZVPD RIJCOSX def2/J DEFGRID3
* xyz 0 1
C 1.92 0.38 -0.12
C -1.81 0.74 -0.52
N 2.46 1.37 0.14
N -1.56 -0.28 -0.11
N 1.30 -0.73 -0.28
P 0.19 -1.73 0.16
H -2.38 1.72 -0.76
H -0.12 -1.47 1.48
*
```

***

ORCA calculation (ωB97M-V/def2-TZVPD) on a molecular structure, C43H40N10O2S3SeSr.

The orbital gap is 6.0 eV.

The geometry in ORCA input format:
```
! wB97M-V def2-TZVPD RIJCOSX def2/J DEFGRID3
* xyz 0 1
Sr 0.36 -1.61 0.24
C -1.06 -6.34 -5.68
C -0.61 -5.25 -4.73
C 0.42 -4.40 -5.03
C 0.83 -3.39 -4.14
C 1.82 -2.46 -4.55
N 2.25 -1.44 -3.86
C 3.21 -0.46 -4.37
C 4.30 -0.11 -3.37
C 3.84 0.82 -2.24
N 3.67 2.19 -2.74
C 2.72 3.08 -2.62
C 1.39 3.10 -2.16
C 0.81 4.41 -2.18
C -0.46 4.68 -1.81
C -1.04 6.07 -1.83
C -1.25 3.58 -1.40
C -0.78 2.30 -1.32
C -1.73 1.25 -0.93
N -1.43 0.20 -0.30
C -2.45 -0.84 -0.19
C -2.32 -1.69 1.08
C -2.22 -3.22 0.82
N -1.26 -3.53 -0.25
C -1.71 -3.96 -1.34
C -0.90 -4.13 -2.57
C -1.28 -5.06 -3.51
C 0.21 -3.25 -2.85
O 0.61 -2.35 -2.05
C 0.58 1.95 -1.74
O 0.98 0.77 -1.75
H -0.40 -6.40 -6.54
H -1.06 -7.31 -5.19
H -2.08 -6.15 -6.04
H 0.94 -4.49 -5.98
H 2.25 -2.58 -5.54
H 1.86 -1.34 -2.92
H 3.65 -0.88 -5.28
H 2.65 0.44 -4.66
H 4.68 -1.02 -2.91
H 5.13 0.36 -3.91
H 2.90 0.49 -1.81
H 4.59 0.84 -1.44
H 4.51 2.56 -3.16
H 3.04 4.04 -3.00
H 1.44 5.22 -2.52
H -0.35 6.78 -2.28
H -1.97 6.11 -2.39
H -1.27 6.42 -0.82
H -2.29 3.76 -1.13
H -2.78 1.43 -1.22
H -3.46 -0.44 -0.28
H -2.27 -1.47 -1.07
H -1.54 -1.32 1.76
H -3.22 -1.55 1.69
H -1.90 -3.70 1.74
H -3.23 -3.58 0.55
H -2.78 -4.21 -1.45
H -2.13 -5.69 -3.28
S -2.89 0.69 5.31
C -2.04 -0.64 4.78
S -0.43 -0.56 4.15
C -0.47 -2.27 3.71
N -1.58 -2.83 4.07
N -2.43 -1.93 4.69
C -3.70 -2.45 5.09
C -4.28 -2.07 6.29
C -5.51 -2.60 6.65
C -6.16 -3.49 5.82
C -5.57 -3.88 4.62
C -4.34 -3.36 4.25
S 0.85 -2.97 2.87
H -3.76 -1.37 6.94
H -5.96 -2.30 7.59
H -7.12 -3.90 6.11
H -6.07 -4.59 3.98
H -3.86 -3.67 3.34
N 2.02 9.27 2.42
C 2.00 8.12 2.41
C 1.97 6.68 2.40
C 1.54 6.00 1.26
C 1.53 4.62 1.24
C 1.94 3.91 2.37
C 2.36 4.58 3.50
C 2.39 5.96 3.52
N 1.93 2.50 2.33
C 2.73 1.62 3.03
C 2.35 0.37 2.64
N 1.32 0.46 1.73
C 1.09 1.74 1.57
H 1.23 6.56 0.39
H 1.24 4.10 0.34
H 2.66 4.02 4.38
H 2.71 6.49 4.40
H 3.53 1.95 3.66
H 2.76 -0.58 2.93
H 0.33 2.16 0.95
Se 3.38 -2.14 -0.49
C 4.57 -1.06 0.38
N 5.36 -0.36 0.87
*
```

***

ORCA calculation (ωB97M-V/def2-TZVPD) on a molecular structure, C28H27N3PtSSi.

The orbital gap (spin up / spin down) is 4.6 / 6.2 eV. Its expectation value of S² is 2.038.

The geometry in ORCA input format:
```
! wB97M-V def2-TZVPD RIJCOSX def2/J DEFGRID3
* xyz 0 3
C 1.30 1.74 0.07
C 0.51 2.36 -0.96
C -0.82 1.96 -0.81
H 0.91 3.00 -1.73
C -0.91 1.12 0.36
C 0.43 1.02 0.90
H 0.69 0.43 1.77
H 2.37 1.80 0.18
H -1.65 2.15 -1.47
H -1.86 0.89 0.87
Pt -1.69 -1.00 0.22
C -1.79 -2.18 -1.25
H -2.83 -2.38 -1.54
H -1.36 -3.15 -1.00
H -1.25 -1.79 -2.14
Si 0.32 0.54 -4.10
C 1.70 -0.65 -4.06
C 2.93 0.01 -3.76
H 2.88 0.94 -3.19
C 4.12 -0.53 -4.25
H 5.03 0.07 -4.25
C 4.11 -1.84 -4.74
H 5.05 -2.26 -5.14
C 2.94 -2.63 -4.70
H 2.99 -3.67 -5.00
C 1.73 -2.04 -4.28
H 0.84 -2.64 -4.14
C -1.43 0.33 -4.33
C -0.96 1.20 -5.45
H -0.14 0.86 -6.12
C -1.77 2.35 -5.74
H -1.38 3.11 -6.42
C -3.03 2.45 -5.14
H -3.68 3.28 -5.43
C -3.50 1.50 -4.22
H -4.53 1.57 -3.86
C -2.69 0.43 -3.79
H -3.04 -0.28 -3.04
H -3.18 -0.46 -0.09
H 0.59 1.68 -3.39
N -0.68 -2.73 3.84
C -1.29 -1.59 4.36
C -1.35 -1.15 5.69
C -1.59 0.22 5.88
C -1.70 1.10 4.79
C -1.67 0.62 3.48
C -1.56 -0.75 3.27
N -1.22 -1.47 2.12
C -0.60 -2.62 2.48
C 0.34 -3.27 1.60
C 1.09 -4.44 1.75
S 2.19 -4.66 0.44
C 1.56 -3.17 -0.29
N 0.63 -2.59 0.43
H -0.40 -3.55 4.36
H -1.24 -1.85 6.51
H -1.65 0.64 6.90
H -1.81 2.17 4.96
H -1.69 1.29 2.63
H 0.98 -5.13 2.58
H 1.92 -2.78 -1.25
*
```

***

ORCA calculation (ωB97M-V/def2-TZVPD) on 3 unconnected molecules or ions with the total composition C14H17F17N3O2.

The orbital gap is 8.7 eV.

The geometry in ORCA input format:
```
! wB97M-V def2-TZVPD RIJCOSX def2/J DEFGRID3
* xyz 1 1
N -2.28 0.86 0.42
C -1.45 2.08 0.17
F -1.97 2.81 -0.79
F -1.57 2.75 1.31
C 0.08 1.79 -0.06
F 0.61 2.96 -0.46
F 0.60 1.48 1.14
C 0.32 0.69 -1.11
F -0.51 1.03 -2.14
F -0.14 -0.49 -0.64
C 1.73 0.53 -1.78
F 1.94 1.58 -2.59
F 1.56 -0.56 -2.56
C 2.94 0.23 -0.83
F 2.44 -0.33 0.30
F 3.70 -0.71 -1.42
C 3.89 1.40 -0.50
F 3.22 2.34 0.20
F 4.31 1.96 -1.64
C 5.18 1.03 0.31
F 6.03 0.33 -0.44
F 5.76 2.22 0.56
C 4.99 0.33 1.68
F 3.95 0.80 2.35
F 6.08 0.52 2.40
F 4.86 -0.98 1.49
H -3.22 1.13 0.83
H -2.42 0.34 -0.45
H -1.81 0.22 1.06
C -4.68 1.99 2.74
O -4.10 1.20 2.00
N -4.45 2.10 4.04
C -5.18 3.04 4.88
C -3.46 1.23 4.66
H -5.45 2.68 2.37
H -4.48 3.74 5.34
H -5.73 2.51 5.65
H -5.88 3.61 4.27
H -2.48 1.41 4.21
H -3.72 0.19 4.52
H -3.40 1.45 5.73
C -1.07 -4.01 -3.90
O -1.52 -3.31 -3.01
N 0.21 -4.42 -3.95
C 0.72 -5.25 -5.03
C 1.09 -4.02 -2.87
H -1.68 -4.35 -4.75
H 1.09 -6.19 -4.64
H 1.53 -4.73 -5.55
H -0.08 -5.45 -5.75
H 0.70 -4.39 -1.92
H 1.13 -2.94 -2.82
H 2.09 -4.42 -3.03
*
```

***

ORCA calculation (ωB97M-V/def2-TZVPD) on a single C7H8N2O2 molecule.

The orbital gap is 9.2 eV. The SMILES is Cc1cc(N)ncc1C(=O)O.

The geometry in ORCA input format:
```
! wB97M-V def2-TZVPD RIJCOSX def2/J DEFGRID3
* xyz 0 1
C 1.07 1.97 0.09
C 0.19 0.73 0.04
C -1.17 0.74 0.14
C -1.99 -0.47 -0.06
N -3.36 -0.50 -0.11
N -1.44 -1.65 0.12
C -0.11 -1.68 0.16
C 0.74 -0.57 0.09
C 2.11 -0.98 0.00
O 2.53 -2.12 0.02
O 2.98 0.09 -0.17
H 0.46 2.93 -0.18
H 1.90 1.93 -0.66
H 1.42 1.96 1.17
H -1.70 1.66 0.29
H -3.92 0.27 -0.47
H -3.75 -1.36 -0.34
H 0.18 -2.69 0.20
H 3.85 -0.28 -0.32
*
```

***

ORCA calculation (ωB97M-V/def2-TZVPD) on a single C7H8N2 molecule.

The orbital gap is 9.0 eV. The SMILES is C#C[C@@H]1CC=NN2C[C@@H]12.

The geometry in ORCA input format:
```
! wB97M-V def2-TZVPD RIJCOSX def2/J DEFGRID3
* xyz 0 1
C -0.12 0.57 -3.04
C 0.11 0.50 -1.84
C 0.65 0.44 -0.56
C 0.92 -1.08 -0.18
C -0.45 -1.68 0.30
N -1.12 -0.99 1.08
N -0.85 0.36 1.36
C 0.43 0.75 1.99
C -0.01 1.15 0.52
H -0.29 0.92 -4.18
H 1.59 1.14 -0.67
H 1.68 -1.15 0.63
H 1.23 -1.44 -1.22
H -0.81 -2.74 -0.04
H 1.39 0.09 2.11
H 0.36 1.57 2.75
H -0.47 2.15 0.47
*
```

***

ORCA calculation (ωB97M-V/def2-TZVPD) on a single C5H6N2O molecule.

The orbital gap is 9.5 eV. The SMILES is O=CNC1=NCC=C1.

The geometry in ORCA input format:
```
! wB97M-V def2-TZVPD RIJCOSX def2/J DEFGRID3
* xyz 0 1
O -2.74 0.96 0.10
C -2.66 -0.21 0.00
N -1.41 -0.88 -0.39
C -0.25 -0.28 -0.11
N 0.84 -1.05 0.06
C 2.07 -0.29 0.06
C 1.62 1.05 -0.03
C 0.25 1.14 -0.22
H -3.54 -0.94 0.57
H -1.28 -2.00 -0.12
H 2.73 -0.56 -0.65
H 2.54 -0.87 0.95
H 2.29 1.95 -0.09
H -0.44 1.97 -0.14
*
```

***

ORCA calculation (ωB97M-V/def2-TZVPD) on a molecular structure, C8H20AuIN3O5.

The orbital gap (spin up / spin down) is 3.0 / 3.0 eV.

The geometry in ORCA input format:
```
! wB97M-V def2-TZVPD RIJCOSX def2/J DEFGRID3
* xyz 3 1
Au -0.23 0.41 0.61
C -2.13 -1.74 1.96
O -0.87 -1.08 2.15
C 0.23 -1.95 2.50
C 1.01 -2.40 1.28
O 1.62 -1.24 0.73
C 2.65 -1.45 -0.22
H -2.38 -2.29 2.87
H -2.09 -2.44 1.12
H -2.89 -0.98 1.79
H -0.14 -2.81 3.05
H 0.89 -1.37 3.14
H 0.34 -2.86 0.54
H 1.76 -3.14 1.56
H 3.47 -2.02 0.22
H 3.02 -0.47 -0.52
H 2.30 -2.01 -1.09
C 2.26 3.87 -1.80
O 1.68 3.96 -0.48
C 0.98 3.01 0.02
O 0.68 1.95 -0.58
N 0.57 3.26 1.28
N -0.13 2.28 1.99
H 2.48 4.89 -2.10
H 1.57 3.40 -2.51
H 3.18 3.30 -1.76
H 0.82 4.14 1.72
H -1.06 2.61 2.23
H 0.36 2.06 2.85
N -1.94 0.38 -2.55
C -1.83 -0.81 -1.98
O -1.24 -1.04 -0.91
C -2.38 -2.00 -2.77
I -4.49 -2.35 -2.43
H -1.51 1.19 -2.13
H -2.39 0.51 -3.45
H -1.89 -2.93 -2.48
H -2.29 -1.86 -3.85
*
```